# C14H23NO3S

The molecule C14H23NO3S (ωB97M-V/def2-TZVPD, the OMol25 dataset).

The calculation puts the HOMO-LUMO gap at 8.62 eV. Its HOMO energy is -8.0 eV. As for the charge: 0. The structure (SMILES) is Cc1c(C(=O)O)cc(C(C)(C)C)n1CCSCCO. The calculation puts the max |F| at 0.014 Eh/bohr. The calculated total energy comes out at -1225.94746 a.u.

Each line ends with the Löwdin charge.
CARTESIAN COORDINATES (ANGSTROEM)
C  -0.0042  -2.6768  0.8743  -0.011
C  0.8787  -1.5614  0.4470  -0.196
C  2.1715  -1.6515  -0.0387  -0.095
C  2.6045  -0.3265  -0.2878  0.028
C  1.5939  0.5304  0.0522  -0.161
N  0.5330  -0.2447  0.4957  0.012
C  -0.7795  0.1790  0.9123  -0.185
H  -0.7016  1.0232  1.5990  0.109
C  -1.6851  0.5652  -0.2587  -0.431
H  -1.1428  1.1698  -0.9822  0.050
H  -2.5547  1.1175  0.0943  0.077
S  -2.2870  -0.8644  -1.2212  0.882
C  -3.6706  -1.4199  -0.1753  -0.469
C  -4.9318  -0.5921  -0.4129  -0.345
O  -5.9828  -0.9816  0.4333  -0.063
H  -6.2314  -1.8907  0.2319  0.089
H  -5.2200  -0.6636  -1.4704  0.114
H  -4.7476  0.4594  -0.1784  0.109
H  -3.3687  -1.3723  0.8712  0.080
H  -3.8420  -2.4623  -0.4483  0.078
H  -1.2369  -0.6465  1.4616  0.104
C  1.6966  2.0355  -0.1003  -0.523
C  0.7313  2.8698  0.7484  -0.054
H  0.8023  2.5980  1.7996  0.090
H  1.0096  3.9189  0.6623  0.086
H  -0.2976  2.7845  0.4129  0.067
C  3.1184  2.4564  0.3119  -0.052
H  3.2113  3.5396  0.2727  0.083
H  3.8646  2.0339  -0.3521  0.074
H  3.3331  2.1269  1.3256  0.094
C  1.4973  2.3900  -1.5830  -0.034
H  1.6429  3.4571  -1.7369  0.086
H  2.2113  1.8484  -2.1976  0.088
H  0.4974  2.1293  -1.9229  0.070
H  3.5693  -0.0757  -0.6752  0.113
C  2.9484  -2.8561  -0.2490  -0.481
O  2.6005  -3.9927  -0.0093  0.081
O  4.1722  -2.6020  -0.7616  0.101
H  4.6428  -3.4406  -0.8807  0.125
H  -0.2824  -2.5872  1.9257  0.091
H  0.5441  -3.6049  0.7418  0.074
H  -0.9083  -2.7190  0.2689  0.047